Density functional theory data (ωB97M-V with the def2-TZVPD basis set) for a structure of composition C51H50N7O5P2SY.

Properties
ΔE to the lowest compared entry with this formula, charge and spin ... 110.95 kJ/mol
Multiplicity ... 1
LUMO level ... -0.55 eV
F_max ... 1.924 eV/Å
Gap between HOMO and LUMO ... 0.251 hartree
Molecular weight ... 1023.93 g mol⁻¹

Geometry (Å):
Y  -0.54  -0.06  -0.49
C  -6.10  4.34  -3.17
C  -4.87  3.49  -2.97
C  -3.76  3.62  -3.74
C  -2.59  2.80  -3.62
C  -1.63  3.19  -4.57
N  -0.49  2.74  -5.04
C  0.26  1.54  -4.73
C  0.42  0.67  -5.98
C  1.27  -0.55  -5.64
N  0.60  -1.39  -4.68
C  0.42  -2.67  -4.82
C  -0.27  -3.49  -3.91
C  -0.39  -4.86  -4.24
C  -1.03  -5.75  -3.42
C  -1.20  -7.20  -3.78
C  -1.56  -5.25  -2.22
C  -1.51  -3.93  -1.86
C  -2.20  -3.57  -0.63
N  -2.44  -2.41  -0.19
C  -3.29  -2.35  0.98
C  -2.77  -1.32  1.97
C  -3.19  0.10  1.59
N  -2.84  0.45  0.22
C  -3.75  1.07  -0.41
C  -3.71  1.78  -1.67
C  -4.81  2.56  -1.92
C  -2.54  1.80  -2.55
O  -1.62  0.95  -2.40
C  -0.85  -2.95  -2.69
O  -0.81  -1.72  -2.41
H  -6.03  4.88  -4.11
H  -6.20  5.07  -2.37
H  -7.00  3.73  -3.19
H  -3.78  4.37  -4.52
H  -1.92  4.10  -5.09
H  -0.07  3.32  -5.74
H  -0.27  1.02  -3.95
H  1.24  1.83  -4.36
H  0.91  1.24  -6.78
H  -0.56  0.35  -6.34
H  2.22  -0.22  -5.22
H  1.47  -1.13  -6.55
H  0.25  -1.02  -3.78
H  0.83  -3.13  -5.71
H  0.04  -5.20  -5.17
H  -0.88  -7.39  -4.80
H  -2.24  -7.50  -3.69
H  -0.61  -7.84  -3.11
H  -2.04  -5.95  -1.54
H  -2.57  -4.44  -0.07
H  -3.38  -3.33  1.46
H  -4.30  -2.05  0.65
H  -1.68  -1.38  1.98
H  -3.13  -1.55  2.97
H  -2.68  0.81  2.25
H  -4.27  0.21  1.76
H  -4.72  1.20  0.09
H  -5.65  2.49  -1.24
N  1.44  1.43  2.78
P  2.20  1.06  1.25
C  3.49  -0.10  1.86
C  3.90  -1.12  1.01
C  4.87  -2.03  1.42
C  5.42  -1.93  2.68
C  5.02  -0.91  3.53
C  4.07  0.01  3.12
C  3.28  2.55  1.14
C  4.06  2.68  0.00
C  4.87  3.79  -0.19
C  4.90  4.79  0.76
C  4.14  4.67  1.91
C  3.33  3.55  2.11
P  0.06  0.41  3.07
C  -0.57  1.24  4.59
C  -1.83  0.87  5.06
C  -2.34  1.43  6.22
C  -1.61  2.36  6.93
C  -0.36  2.75  6.46
C  0.16  2.20  5.30
C  0.90  -1.00  3.94
C  0.81  -2.27  3.38
C  1.42  -3.36  3.98
C  2.11  -3.20  5.17
C  2.17  -1.94  5.76
C  1.57  -0.85  5.15
H  1.03  2.35  2.64
H  3.45  -1.20  0.03
H  5.17  -2.83  0.75
H  6.16  -2.64  3.01
H  5.46  -0.83  4.52
H  3.77  0.82  3.78
H  4.04  1.89  -0.75
H  5.47  3.87  -1.09
H  5.52  5.67  0.62
H  4.18  5.44  2.67
H  2.76  3.47  3.02
H  -2.40  0.13  4.51
H  -3.32  1.12  6.57
H  -1.99  2.78  7.85
H  0.22  3.49  7.00
H  1.14  2.50  4.95
H  0.30  -2.41  2.44
H  1.35  -4.34  3.52
H  2.59  -4.04  5.65
H  2.70  -1.81  6.69
H  1.61  0.12  5.62
O  -1.45  3.39  -0.82
C  -0.64  3.10  0.06
O  -0.38  1.94  0.54
H  -0.05  3.93  0.51
O  1.63  -3.75  -0.64
C  1.09  -2.76  -0.26
N  0.54  -1.79  0.14
S  3.83  0.39  -2.77
C  2.33  0.42  -2.19
N  1.24  0.45  -1.76



Density functional theory data (ωB97M-V with the def2-TZVPD basis set) for a structure of composition C51H52Cl2GeIN2O4S2Zn.

Properties
Multiplicity ... 1
LUMO level ... -2.76 eV
F_max ... 0.423 eV/Å
Gap between HOMO and LUMO ... 0.257 hartree
Molecular weight ... 1156.93 g mol⁻¹
Charge ... +1

Geometry (Å):
Zn  -0.15  0.22  -0.03
C  8.21  -0.07  -2.10
C  6.85  -0.15  -1.46
C  5.80  0.66  -1.89
C  4.55  0.60  -1.30
C  4.36  -0.29  -0.26
C  5.37  -1.15  0.17
C  6.61  -1.06  -0.43
S  2.81  -0.40  0.57
O  1.84  0.28  -0.42
C  2.98  0.66  2.00
C  2.84  -0.06  3.21
C  2.87  0.59  4.40
C  3.01  2.00  4.44
C  2.97  2.71  5.67
C  3.10  4.07  5.69
C  3.27  4.79  4.48
C  3.31  4.13  3.29
C  3.17  2.72  3.23
C  3.17  2.02  1.99
C  3.48  2.79  0.75
C  4.85  3.09  0.48
C  5.90  2.59  1.28
C  7.20  2.85  0.97
C  7.52  3.64  -0.16
C  6.53  4.13  -0.96
C  5.17  3.86  -0.66
C  4.12  4.34  -1.50
C  2.82  4.05  -1.23
C  2.51  3.28  -0.09
S  0.77  2.91  0.20
O  0.10  3.33  -1.08
C  0.36  4.08  1.46
C  0.03  3.58  2.71
C  -0.31  4.47  3.72
C  -0.35  5.84  3.48
C  -0.72  6.81  4.57
C  -0.03  6.31  2.20
C  0.32  5.44  1.18
H  8.25  0.73  -2.84
H  8.46  -1.01  -2.59
H  8.98  0.12  -1.35
H  5.97  1.36  -2.71
H  3.74  1.21  -1.66
H  5.18  -1.86  0.96
H  7.41  -1.72  -0.10
H  2.70  -1.14  3.17
H  2.76  0.05  5.33
H  2.85  2.15  6.59
H  3.08  4.60  6.63
H  3.37  5.86  4.51
H  3.43  4.69  2.37
H  5.67  1.98  2.15
H  8.00  2.46  1.59
H  8.56  3.84  -0.40
H  6.76  4.73  -1.83
H  4.38  4.93  -2.37
H  2.02  4.37  -1.88
H  0.04  2.52  2.90
H  -0.57  4.10  4.70
H  -1.25  6.31  5.38
H  -1.34  7.61  4.19
H  0.18  7.27  4.99
H  -0.07  7.37  2.00
H  0.55  5.80  0.19
O  -0.78  -0.41  3.30
C  -0.16  -0.20  2.39
Cl  -1.06  0.32  -2.44
C  -2.46  -0.58  -1.89
C  -3.63  -0.44  -2.60
C  -4.77  -1.09  -2.16
C  -4.72  -1.81  -0.97
C  -3.53  -1.91  -0.26
Cl  -3.59  -2.64  1.31
C  -2.31  -1.37  -0.72
N  -1.11  -1.47  -0.08
H  -3.65  0.16  -3.50
H  -5.70  -1.02  -2.71
H  -5.61  -2.28  -0.57
N  -2.71  2.81  -0.81
C  -2.78  1.93  0.18
O  -1.77  1.37  0.65
C  -4.15  1.59  0.70
I  -4.18  1.35  2.80
H  -1.78  3.08  -1.14
H  -3.53  3.25  -1.18
H  -4.46  0.64  0.26
H  -4.88  2.36  0.45
C  -3.69  -6.97  -1.22
C  -2.82  -6.42  -0.10
C  -1.96  -5.25  -0.54
C  -1.06  -4.71  0.57
Ge  -0.15  -3.04  0.19
C  1.06  -3.12  -1.35
C  2.20  -4.14  -1.30
C  1.77  -5.57  -1.59
C  2.96  -6.52  -1.73
H  -4.32  -7.79  -0.87
H  -3.09  -7.33  -2.05
H  -4.35  -6.19  -1.61
H  -2.17  -7.21  0.29
H  -3.45  -6.09  0.74
H  -2.61  -4.45  -0.93
H  -1.34  -5.56  -1.39
H  -0.24  -5.41  0.77
H  -1.61  -4.60  1.51
H  0.72  -2.70  1.44
H  1.46  -2.10  -1.43
H  0.45  -3.26  -2.25
H  2.70  -4.10  -0.33
H  2.96  -3.86  -2.04
H  1.18  -5.59  -2.51
H  1.11  -5.93  -0.80
H  3.61  -6.21  -2.55
H  2.64  -7.54  -1.92
H  3.56  -6.53  -0.81



Density functional theory data (ωB97M-V with the def2-TZVPD basis set) for a structure of composition C51H54CdGe2N4O2S4Se.

Properties
Multiplicity ... 1
LUMO level ... 3.72 eV
F_max ... 0.521 eV/Å
Gap between HOMO and LUMO ... 0.228 hartree
Molecular weight ... 1219.88 g mol⁻¹
Charge ... -2

Geometry (Å):
Cd  -0.80  2.89  1.60
N  -2.73  4.30  2.22
N  -3.18  4.85  1.00
C  -2.29  4.94  -0.10
O  -2.63  5.74  -0.98
O  -1.27  4.18  -0.10
H  -3.49  3.80  2.67
H  -2.38  5.01  2.86
H  -3.74  5.68  1.09
C  2.33  -6.56  0.19
C  2.59  -5.08  0.00
C  3.28  -4.35  0.95
C  3.59  -3.01  0.75
C  4.31  -2.22  1.82
C  3.20  -2.39  -0.44
C  2.43  -3.09  -1.37
C  1.92  -2.40  -2.61
C  2.14  -4.43  -1.14
C  3.78  -1.05  -0.81
C  5.07  -1.13  -1.34
C  5.74  0.00  -1.79
C  5.09  1.22  -1.73
C  3.81  1.34  -1.20
C  3.13  0.19  -0.71
Ge  1.41  0.43  0.28
S  1.60  1.99  1.75
S  -0.40  0.67  -1.05
Ge  -1.39  -0.46  0.64
S  -2.23  0.85  2.14
S  0.56  -1.48  1.18
C  -2.85  -1.70  0.12
C  -3.81  -1.26  -0.82
C  -4.99  -1.98  -0.99
C  -5.24  -3.13  -0.25
C  -4.30  -3.57  0.66
C  -3.11  -2.87  0.85
C  -2.11  -3.43  1.82
C  -1.11  -4.28  1.33
C  -1.00  -4.58  -0.14
C  -0.18  -4.81  2.22
C  -0.21  -4.50  3.57
C  0.85  -5.03  4.51
C  -1.23  -3.68  4.04
C  -2.19  -3.15  3.19
C  -3.28  -2.27  3.75
C  -3.58  -0.07  -1.69
C  -4.06  1.21  -1.36
C  -4.89  1.46  -0.13
C  -3.76  2.28  -2.19
C  -3.03  2.12  -3.37
C  -2.70  3.31  -4.23
C  -2.62  0.84  -3.71
C  -2.87  -0.25  -2.89
C  -2.33  -1.61  -3.26
C  3.17  2.69  -1.26
C  3.58  3.72  -0.40
C  4.62  3.51  0.68
C  2.94  4.95  -0.47
C  1.91  5.20  -1.37
C  1.16  6.50  -1.37
C  1.57  4.19  -2.26
C  2.20  2.95  -2.24
C  1.83  1.94  -3.30
H  2.80  -6.92  1.11
H  2.73  -7.13  -0.65
H  1.26  -6.78  0.25
H  3.59  -4.83  1.87
H  4.58  -2.87  2.66
H  3.66  -1.43  2.20
H  5.21  -1.75  1.44
H  2.74  -2.04  -3.24
H  1.32  -1.52  -2.34
H  1.30  -3.07  -3.20
H  1.56  -4.98  -1.88
H  5.55  -2.10  -1.39
H  6.74  -0.08  -2.19
H  5.57  2.12  -2.12
H  -5.72  -1.63  -1.72
H  -6.17  -3.68  -0.38
H  -4.47  -4.47  1.24
H  -1.98  -4.62  -0.62
H  -0.49  -5.53  -0.30
H  -0.42  -3.80  -0.63
H  0.61  -5.46  1.83
H  1.59  -5.62  3.97
H  0.42  -5.65  5.29
H  1.37  -4.20  4.99
H  -1.27  -3.44  5.10
H  -3.32  -2.35  4.83
H  -4.26  -2.55  3.34
H  -3.11  -1.22  3.48
H  -4.86  0.63  0.57
H  -5.93  1.65  -0.41
H  -4.52  2.35  0.39
H  -4.08  3.28  -1.91
H  -2.25  4.10  -3.62
H  -3.60  3.72  -4.68
H  -2.01  3.03  -5.03
H  -2.04  0.69  -4.62
H  -2.03  -1.63  -4.31
H  -3.08  -2.40  -3.10
H  -1.46  -1.86  -2.65
H  5.37  2.78  0.40
H  4.12  3.14  1.58
H  5.12  4.45  0.92
H  3.26  5.74  0.21
H  1.69  7.27  -0.81
H  0.17  6.37  -0.93
H  1.02  6.87  -2.39
H  0.78  4.37  -2.98
H  1.58  2.45  -4.23
H  0.96  1.36  -3.01
H  2.65  1.24  -3.50
N  1.21  5.37  2.77
C  0.24  4.77  2.95
H  2.07  5.86  2.63
Se  -1.71  6.71  4.90
C  -1.15  5.46  6.12
N  -0.79  4.69  6.90



Density functional theory data (ωB97M-V with the def2-TZVPD basis set) for a cluster of 7 separate species, C51H54F6NO3 in total.

Properties
Multiplicity ... 1
LUMO level ... -4.18 eV
F_max ... 1.390 eV/Å
Gap between HOMO and LUMO ... 0.226 hartree
Molecular weight ... 842.99 g mol⁻¹
Charge ... +1

Geometry (Å):
C  3.64  -4.29  -3.57
O  3.44  -2.93  -3.92
C  2.10  -2.67  -4.32
C  1.39  -1.75  -3.28
C  1.40  -0.26  -3.71
C  0.00  0.37  -3.58
C  -0.33  0.88  -2.16
C  -0.96  -0.15  -1.19
C  -2.03  -1.06  -1.81
C  -3.32  -0.31  -2.21
C  -4.47  -1.25  -2.53
C  -4.65  -2.44  -1.90
N  -5.67  -3.25  -2.19
C  -6.59  -2.93  -3.10
C  -6.48  -1.76  -3.78
C  -5.41  -0.92  -3.51
C  -5.32  0.35  -4.34
O  -4.62  0.35  -5.33
O  -6.06  1.40  -3.90
H  3.23  -4.57  -2.59
H  4.71  -4.49  -3.53
H  3.23  -4.99  -4.32
H  2.11  -2.17  -5.29
H  1.51  -3.60  -4.35
H  1.82  -1.92  -2.28
H  0.34  -2.08  -3.26
H  1.73  -0.17  -4.75
H  2.15  0.29  -3.11
H  0.01  1.26  -4.23
H  -0.76  -0.29  -4.01
H  0.61  1.20  -1.70
H  -0.96  1.78  -2.23
H  -1.41  0.38  -0.35
H  -0.18  -0.79  -0.77
H  -1.70  -1.64  -2.67
H  -2.29  -1.80  -1.04
H  -3.64  0.41  -1.45
H  -3.12  0.23  -3.15
H  -3.97  -2.80  -1.14
H  -5.74  -4.14  -1.69
H  -7.40  -3.64  -3.25
H  -7.23  -1.51  -4.52
H  -6.67  1.65  -4.61
F  0.75  1.03  1.05
C  0.42  2.29  1.41
C  -0.19  2.51  2.63
C  -0.52  3.81  3.00
C  -0.24  4.86  2.14
C  0.37  4.63  0.92
C  0.72  3.33  0.55
H  -0.41  1.67  3.27
H  -1.00  3.99  3.95
H  -0.50  5.87  2.43
H  0.59  5.45  0.25
H  1.20  3.13  -0.40
F  6.41  2.99  -3.19
C  6.02  1.89  -2.53
C  5.36  0.89  -3.21
C  4.96  -0.25  -2.53
C  5.21  -0.37  -1.16
C  5.87  0.65  -0.49
C  6.28  1.79  -1.17
H  5.16  1.00  -4.27
H  4.44  -1.05  -3.05
H  4.89  -1.25  -0.63
H  6.06  0.57  0.57
H  6.80  2.59  -0.67
F  -0.50  6.38  4.91
C  0.43  6.40  5.88
C  1.70  6.86  5.59
C  2.66  6.88  6.60
C  2.33  6.44  7.87
C  1.05  5.97  8.15
C  0.09  5.96  7.15
H  1.93  7.20  4.59
H  3.65  7.25  6.39
H  3.08  6.45  8.66
H  0.80  5.62  9.14
H  -0.91  5.60  7.34
F  5.19  -6.84  -3.10
C  6.10  -6.72  -2.12
C  7.33  -6.17  -2.41
C  8.27  -6.04  -1.39
C  7.96  -6.47  -0.10
C  6.72  -7.03  0.17
C  5.78  -7.15  -0.85
H  7.55  -5.84  -3.41
H  9.24  -5.60  -1.60
H  8.70  -6.37  0.69
H  6.48  -7.37  1.16
H  4.80  -7.57  -0.65
F  -6.38  -6.10  -1.84
C  -5.56  -6.86  -2.62
C  -5.97  -8.13  -2.99
C  -5.13  -8.89  -3.79
C  -3.90  -8.38  -4.19
C  -3.51  -7.11  -3.80
C  -4.36  -6.34  -3.02
H  -6.93  -8.51  -2.66
H  -5.43  -9.88  -4.10
H  -3.24  -8.98  -4.81
H  -2.55  -6.71  -4.11
H  -4.08  -5.34  -2.70
F  -3.07  5.59  7.93
C  -3.39  6.86  8.29
C  -4.01  7.07  9.50
C  -4.33  8.37  9.87
C  -4.05  9.43  9.02
C  -3.43  9.19  7.80
C  -3.09  7.90  7.43
H  -4.23  6.23  10.15
H  -4.81  8.56  10.82
H  -4.31  10.44  9.31
H  -3.21  10.01  7.13
H  -2.60  7.69  6.49